[1]
ORCA calculation (the ωB97M-V functional and the def2-TZVPD basis) on a 2-piece molecular cluster, C8H8O2S overall at a distorted geometry.

```
19
Properties=species:S:1:pos:R:3:forces:R:3:lowdin_charge:R:1
C -0.12287 0.74273 3.29854 -0.16 -0.32 -3.09 -0.009
C -1.14140 0.23418 2.43863 1.91 0.81 -0.22 0.019
C 0.85667 1.14109 2.42981 0.44 0.43 2.47 -0.140
C -0.69556 0.35485 1.15333 -0.04 0.62 0.54 -0.211
C -1.30113 -0.03755 -0.09602 1.20 -0.94 -2.22 -0.127
C 1.53179 0.35744 -1.67992 -2.50 -1.18 1.75 -0.416
C 0.42121 -0.67263 -1.81636 -0.54 2.43 3.82 -0.562
C -0.52825 -1.22192 -2.80461 1.68 -2.97 0.79 -0.128
O -2.44640 -0.29625 -0.32741 1.01 0.24 0.29 0.082
O 0.56459 0.97306 1.19222 -2.33 -1.62 -2.69 0.019
S 1.85507 -1.24342 -0.91019 -0.81 -0.35 -0.55 0.828
H -0.26855 0.69895 4.31089 0.48 0.29 2.30 0.079
H -2.00225 -0.16122 2.85686 -1.69 -0.78 0.00 0.105
H 1.82750 1.54240 2.48762 0.92 0.55 0.93 0.125
H 2.14591 0.55969 -2.44449 2.07 0.39 -3.21 0.011
H 1.48554 1.22640 -1.04407 -0.62 -0.12 0.44 0.057
H 0.08772 -1.45962 -3.70607 -0.81 -0.21 0.27 0.090
H -1.29789 -0.54353 -3.03607 -0.95 0.85 -0.22 0.052
H -0.97171 -2.19467 -2.30271 0.75 1.88 -1.40 0.127
```
Forces are in eV/Å.

Output
LUMO energy (spin up / spin down) (Ha): 0.0133 / 0.0144
Kohn-Sham gap (spin up / spin down) (eV): 7.47 / 7.46
F_max (eV/A): 4.6
Net charge: 0
E_HOMO (spin up / spin down) (eV): -7.1 / -7.1
ΔE to the lowest compared entry with this formula, charge and spin (eV): 5.689

[2]
ORCA calculation (the ωB97M-V functional and the def2-TZVPD basis) on a 2-piece molecular cluster, C3H8S overall at a distorted geometry.

```
12
Properties=species:S:1:pos:R:3:forces:R:3:lowdin_spin:R:1
C -1.09185 -1.18601 0.71165 2.09 -3.00 2.41 -0.008
C 0.22007 -1.37200 0.00524 -0.69 2.33 -2.48 0.007
C 1.05113 -0.02714 0.10692 -0.30 -1.16 0.75 0.109
S 0.12706 1.40140 -0.46959 0.38 -0.07 0.17 0.852
H -1.71022 -2.07327 0.82931 -0.35 0.34 -0.27 0.000
H -0.84133 -0.69918 1.65835 -0.98 0.29 0.16 0.001
H -1.73637 -0.31796 0.26218 -0.94 1.78 -0.96 -0.002
H -0.02304 -1.46048 -1.08525 0.60 -0.96 0.77 0.002
H 0.78439 -2.21218 0.46486 -0.64 0.24 -0.35 0.000
H 1.25508 0.02222 1.20172 0.19 0.76 -0.61 0.026
H 2.01494 -0.09977 -0.42058 -0.37 0.03 0.21 0.012
H -2.45127 -0.01187 -0.05575 1.00 -0.58 0.19 0.001
```
Forces are in eV/Å.

Output
2S+1: 2
LUMO energy (spin up / spin down) (Ha): -0.2847 / -0.2865
Kohn-Sham gap (spin up / spin down) (eV): 6.43 / 5.94
F_max (eV/A): 4.4
Net charge: +1
E_HOMO (spin up / spin down) (eV): -14.2 / -13.7
ΔE to the lowest compared entry with this formula, charge and spin (eV): 4.202

[3]
ORCA calculation (the ωB97M-V functional and the def2-TZVPD basis) on a 4-piece molecular cluster, C3H12O4 overall at a distorted geometry.

```
19
Properties=species:S:1:pos:R:3:forces:R:3:lowdin_charge:R:1
C -0.75774 3.16883 -0.12342 -1.16 -1.19 -1.93 -0.134
C -0.77082 1.78212 0.63105 1.91 0.25 1.22 -0.145
C 0.38752 1.02237 0.80586 -2.01 4.25 -0.32 -0.220
O 0.38932 -0.16529 1.49068 0.29 0.63 -0.91 -0.050
H -1.10852 4.24397 0.11129 0.76 -1.97 1.13 0.084
H 0.22218 3.22429 -0.64695 -0.71 0.21 0.20 0.055
H -1.56241 2.91745 -0.89870 1.26 0.52 0.30 0.070
H -1.73969 1.47466 1.06263 0.59 -0.12 -0.42 0.093
H 1.32824 1.67814 0.54725 -1.23 -2.25 0.44 0.148
H 1.12372 -0.68529 1.11173 0.34 -0.38 0.36 0.043
H 1.65591 -2.00440 -0.41686 1.14 -0.70 0.07 0.028
H 3.02704 -2.29260 0.45742 0.33 -0.98 -0.26 0.042
O 2.31146 -1.71398 0.26119 -1.53 1.62 -0.10 -0.047
H -2.38708 -2.03182 0.24410 -0.11 -0.11 0.02 0.057
H -1.16979 -1.17366 0.66724 0.04 -0.14 -0.27 0.034
O -1.52835 -1.72853 -0.05365 0.21 0.28 0.31 -0.050
H -0.23509 -2.50117 -1.06209 0.15 -0.20 -0.73 0.017
H 0.32335 -2.42077 -2.51937 -0.29 0.49 -0.77 0.037
O 0.49074 -2.79434 -1.66941 -0.01 -0.20 1.66 -0.062
```
Forces are in eV/Å.

Output
LUMO energy (Ha): 0.0261
Structure (SMILES): C/C=C/O.O.O.O
Kohn-Sham gap (eV): 9.20
F_max (eV/A): 4.7
Net charge: 0
E_HOMO (eV): -8.5
ΔE to the lowest compared entry with this formula, charge and spin (eV): 1.452

[4]
ORCA calculation (the ωB97M-V functional and the def2-TZVPD basis) on C5H14N2O in the gas phase.

```
22
Properties=species:S:1:pos:R:3:forces:R:3:lowdin_charge:R:1
C 0.14970 0.30934 -0.96259 0.23 -0.33 -0.59 -0.629
C -0.42870 -1.04479 2.17652 -0.18 0.44 -0.04 -0.291
C -0.83606 1.27164 -1.62768 0.43 -0.27 0.37 -0.027
C -0.13998 -1.13588 -1.37826 0.02 0.30 0.22 -0.041
C 1.58864 0.68960 -1.32660 -0.39 0.00 0.20 -0.033
N 0.55335 -0.49979 1.24981 0.46 -0.07 -0.38 -0.047
N -1.05264 -0.11487 3.10306 0.05 -0.11 0.00 0.010
O -0.06061 0.50164 0.43871 -0.32 0.04 0.76 -0.142
H 1.29125 -0.01870 1.76728 -0.26 0.02 -0.10 0.119
H -0.35736 0.32999 3.69361 -0.08 -0.02 -0.04 0.061
H -1.53612 0.61059 2.58731 0.04 0.01 0.02 0.060
H 0.08512 -1.82708 2.74181 -0.03 0.04 -0.07 0.116
H -1.22100 -1.49649 1.57582 0.12 -0.07 0.05 0.113
H -1.85332 0.97906 -1.41305 -0.33 -0.11 0.05 0.080
H -0.67752 2.27196 -1.24471 0.03 0.28 0.05 0.082
H -0.68276 1.27535 -2.69972 0.02 0.00 -0.24 0.086
H 0.52703 -1.81450 -0.85211 0.02 -0.05 -0.05 0.075
H 0.01001 -1.24431 -2.44979 -0.03 -0.03 -0.10 0.084
H -1.16989 -1.39660 -1.13495 -0.06 -0.04 -0.02 0.082
H 2.29263 0.08178 -0.76643 0.11 -0.13 0.05 0.077
H 1.76110 1.73752 -1.09019 0.06 0.10 0.01 0.083
H 1.75716 0.53452 -2.38785 0.08 -0.01 -0.15 0.082
```
Forces are in eV/Å.

Output
LUMO energy (Ha): 0.0352
Structure (SMILES): CC(C)(C)ONCN
Kohn-Sham gap (eV): 9.96
F_max (eV/A): 0.8
Net charge: 0
E_HOMO (eV): -9.0
ΔE to the lowest compared entry with this formula, charge and spin (eV): 2.574

> Which of these has the highest F_max?

C3H12O4